Here is C47H47BGeN7PdS2 as an isolated structure from the Open Molecules 2025 dataset. Energies are from ωB97M-V with the def2-TZVPD basis set.

Element x y z (Å)
Pd -0.078 1.338 0.248
N 0.673 5.193 1.950
C 1.162 5.691 0.751
C 2.030 6.732 0.446
C 2.305 6.930 -0.895
C 1.739 6.123 -1.894
C 0.876 5.090 -1.586
C 0.589 4.881 -0.239
N -0.216 3.922 0.347
C -0.121 4.124 1.631
C -0.812 3.271 2.592
C -1.062 3.497 3.910
S -1.919 2.168 4.567
C -1.893 1.410 3.035
N -1.295 2.082 2.103
H 0.980 5.446 2.871
H 2.478 7.351 1.212
H 2.983 7.723 -1.182
H 2.001 6.307 -2.927
H 0.456 4.429 -2.333
H -0.804 4.357 4.504
H -2.332 0.436 2.875
C -0.822 -0.452 0.357
Ge -0.260 -1.624 1.808
C 1.138 -2.953 1.421
C 2.454 -2.743 1.829
C 3.462 -3.629 1.472
C 3.166 -4.749 0.708
C 1.859 -4.980 0.302
C 0.857 -4.085 0.654
C -1.872 -2.718 2.208
C -3.142 -2.177 2.015
C -4.291 -2.894 2.324
C -4.190 -4.182 2.831
C -2.934 -4.741 3.029
C -1.792 -4.013 2.722
C 0.186 -0.791 3.547
C -0.359 -1.353 4.703
C -0.062 -0.848 5.963
C 0.806 0.227 6.092
C 1.364 0.792 4.955
C 1.050 0.295 3.697
H 2.712 -1.867 2.413
H 4.480 -3.425 1.778
H 3.953 -5.438 0.426
H 1.620 -5.852 -0.296
H -0.160 -4.274 0.322
H -3.226 -1.184 1.584
H -5.267 -2.448 2.165
H -5.083 -4.746 3.071
H -2.845 -5.746 3.423
H -0.819 -4.464 2.883
H -1.038 -2.195 4.627
H -0.502 -1.302 6.843
H 1.052 0.615 7.074
H 2.060 1.618 5.039
H 1.498 0.748 2.823
C 4.291 0.881 -3.109
C 3.248 0.181 -3.702
C 1.930 0.476 -3.390
C 1.606 1.479 -2.462
C 2.673 2.181 -1.887
C 3.988 1.885 -2.198
N 0.311 1.749 -2.035
C -0.715 1.766 -2.920
C -0.583 1.876 -4.329
C -1.688 1.950 -5.161
C -2.983 1.931 -4.657
C -3.137 1.854 -3.274
C -2.046 1.767 -2.432
H 5.320 0.635 -3.338
H 3.461 -0.615 -4.408
H 1.129 -0.079 -3.860
H 2.447 2.943 -1.149
H 4.785 2.423 -1.700
H 0.407 1.927 -4.764
H -1.527 2.039 -6.230
H -3.841 1.994 -5.315
H -4.132 1.869 -2.841
H -2.180 1.718 -1.355
C -3.522 -0.990 -1.072
N -2.778 -2.125 -1.585
C -3.581 -3.258 -1.997
C -1.474 -2.023 -1.921
S -0.255 -1.158 -1.143
N -1.074 -2.808 -2.997
C -1.647 -2.366 -4.271
C 0.325 -3.194 -3.132
H -3.961 -0.428 -1.899
H -2.849 -0.353 -0.493
H -4.316 -1.359 -0.421
H -4.227 -3.535 -1.162
H -2.939 -4.097 -2.253
H -4.219 -3.027 -2.858
H -2.698 -2.114 -4.159
H -1.553 -3.169 -5.003
H -1.128 -1.473 -4.640
H 0.719 -3.515 -2.171
H 0.956 -2.382 -3.506
H 0.374 -4.025 -3.838
B 4.548 0.248 1.565
C 3.094 0.346 0.951
N 2.004 0.381 0.565
H 5.087 1.331 1.442
H 4.404 -0.041 2.742
H 5.153 -0.621 0.970

Cartesian forces, eV/Å:
Pd -0.221 0.621 -0.045
N -0.024 -0.026 -0.023
C -0.031 -0.028 -0.047
C 0.008 0.017 -0.013
C 0.002 -0.001 0.031
C -0.021 -0.010 -0.003
C 0.003 0.035 -0.022
C 0.017 0.107 0.072
N 0.272 -0.263 0.112
C 0.015 0.125 -0.118
C -0.049 0.041 0.119
C -0.025 -0.074 -0.048
S -0.007 0.088 -0.033
C -0.101 0.044 -0.059
N 0.158 -0.183 0.021
H 0.005 -0.014 0.002
H 0.004 0.004 0.000
H 0.005 0.004 0.006
H -0.003 -0.007 -0.003
H -0.009 0.001 -0.004
H 0.009 0.005 0.019
H 0.028 -0.020 -0.005
C -0.021 -0.373 0.030
Ge 0.079 0.012 -0.078
C 0.008 0.035 0.016
C -0.025 -0.020 0.000
C 0.013 -0.006 0.011
C -0.003 -0.015 0.006
C -0.002 0.007 -0.007
C -0.002 0.012 -0.035
C 0.019 0.005 0.009
C 0.004 -0.006 -0.042
C -0.009 0.011 0.006
C -0.001 -0.001 0.007
C -0.007 -0.006 0.003
C 0.011 -0.010 0.004
C -0.059 -0.057 0.001
C -0.060 0.033 0.042
C 0.008 -0.013 0.001
C 0.012 -0.002 0.023
C -0.009 0.002 -0.010
C 0.060 -0.020 -0.037
H 0.013 -0.002 -0.004
H 0.000 0.011 -0.001
H 0.000 0.002 -0.004
H 0.003 -0.003 0.001
H -0.009 0.003 0.005
H 0.018 -0.021 0.055
H -0.007 -0.004 0.000
H -0.003 -0.005 -0.001
H 0.000 0.001 0.002
H 0.013 -0.004 -0.003
H 0.012 0.005 0.002
H 0.000 0.001 0.004
H 0.000 0.003 0.002
H 0.001 0.007 0.007
H 0.006 0.005 -0.013
C 0.009 -0.007 -0.016
C 0.007 0.004 -0.004
C 0.041 0.008 0.038
C -0.041 0.036 -0.150
C 0.034 -0.004 0.071
C 0.002 -0.025 0.019
N -0.030 -0.089 0.146
C 0.033 0.078 0.023
C -0.011 -0.009 -0.089
C 0.051 0.002 -0.003
C -0.040 -0.003 0.012
C 0.008 -0.001 -0.010
C -0.054 0.006 0.018
H 0.004 0.001 -0.003
H 0.007 0.004 0.001
H -0.025 -0.042 0.008
H 0.022 -0.057 -0.017
H 0.010 0.009 -0.004
H -0.025 -0.003 0.004
H -0.008 -0.002 -0.005
H -0.007 0.001 0.001
H -0.019 -0.010 -0.004
H 0.009 0.007 -0.029
C -0.065 -0.006 0.055
N 0.111 0.122 -0.205
C -0.046 -0.078 0.020
C -0.056 -0.187 0.141
S -0.127 -0.172 0.059
N 0.019 0.103 -0.009
C -0.015 -0.025 -0.023
C 0.021 0.012 0.003
H 0.015 0.019 -0.006
H 0.014 0.028 -0.016
H -0.007 -0.011 -0.046
H 0.005 0.001 0.006
H -0.010 0.005 0.006
H 0.011 0.024 0.009
H -0.007 0.000 0.014
H -0.005 0.002 -0.009
H 0.004 -0.023 -0.009
H 0.004 -0.016 0.019
H 0.024 0.044 0.001
H -0.012 0.007 -0.004
B 0.037 0.030 -0.011
C -0.042 -0.097 -0.043
N 0.030 0.259 0.026
H 0.009 0.000 0.007
H 0.005 0.000 0.027
H 0.007 -0.003 0.011

Results
lowest unoccupied orbital energy = 0.0732 hartree
energy above the lowest of the compared OMol25 structures with the same formula, charge and spin = 378.1 kJ/mol
gap between HOMO and LUMO = 5.4 eV
charge = -1